Record 1
ORCA calculation (ωB97M-V/def2-TZVPD) on a molecular structure, C18H38B2ClF9NO12PSi2 in a non-equilibrium geometry.

Structure (ORCA input):
```
! RIJCOSX wB97M-V def2-TZVPD def2/J DEFGRID3
* xyz 0 1
H 6.681 0.707 0.837
C -2.371 7.794 2.873
F -1.393 -4.834 -2.041
O -0.810 3.500 0.580
C -0.004 0.529 -2.027
H -4.418 1.166 2.323
H 2.462 3.887 1.195
C -0.017 -5.483 -0.295
C 4.369 -6.442 -4.767
H -3.103 3.650 2.505
H 0.470 1.488 -2.211
F -1.175 -5.645 0.373
F -0.763 -2.927 0.144
B -1.181 1.018 3.024
C 1.901 -8.096 -6.163
H -1.483 2.811 0.678
H 6.131 -0.438 2.093
O -1.165 0.420 4.270
H -3.053 8.600 2.597
C -2.449 3.031 3.111
F 0.945 -5.079 0.542
F 1.553 -2.269 -2.444
H -5.146 8.550 5.914
H 5.352 -0.512 -0.605
H 1.106 -7.378 -6.387
P 0.685 2.845 0.630
C -3.326 7.866 5.039
C -0.198 -4.510 -1.497
O -5.318 8.651 3.893
H 4.040 -8.253 -6.351
H -5.915 8.361 1.974
C -4.835 7.970 5.040
H 3.244 -7.315 -7.625
H -0.781 -0.456 4.200
H 1.461 -7.758 -2.936
Cl 2.103 0.873 3.149
O -2.069 0.388 -0.804
N -2.406 1.667 2.552
C 5.828 0.268 1.334
C 1.220 -7.520 -3.969
O 1.864 -8.473 -4.797
O 3.513 -6.301 -5.886
H -1.478 3.510 3.068
H -3.858 1.138 4.003
H -1.383 8.212 3.094
H 4.072 -7.279 -4.132
H 1.719 -8.999 -6.753
H 3.612 -0.361 -2.531
C -1.431 0.828 -1.724
C -5.810 7.782 2.890
C -3.597 0.901 2.977
H -2.278 7.109 2.031
H 4.306 -5.523 -4.186
Si 1.003 -0.338 -0.679
H -2.874 8.860 4.992
H 0.104 -0.027 -2.953
H -2.805 3.048 4.138
F 1.979 -2.837 -0.371
O 3.732 0.536 0.194
H -5.126 6.950 2.704
H 1.560 -6.505 -4.185
O 0.364 -0.328 0.872
O -2.853 7.051 3.979
B 2.894 0.293 -0.852
O -1.980 1.675 -2.637
H -6.793 7.388 3.171
H 5.317 1.083 1.829
H -2.545 2.294 -2.165
Si 0.470 0.990 1.867
H 0.133 -7.575 -4.099
O 3.352 0.483 -2.154
C -0.255 -2.994 -1.114
O 1.571 3.863 1.538
C 1.057 -2.224 -1.168
H 5.406 -6.581 -5.093
C 4.848 -0.347 0.340
H 4.507 -1.288 0.755
F -1.135 -2.380 -1.940
F 0.742 -4.760 -2.417
H -3.009 7.395 5.975
H -5.284 6.976 5.116
F 0.341 -6.684 -0.804
H -3.393 -0.156 2.909
C 3.247 -7.525 -6.551
*
```

Calculated values
- Electronic energy: -3995.5586 Ha

Record 2
ORCA calculation (ωB97M-V/def2-TZVPD) on a molecular structure, C18H38BCl3I2N2O2P in a non-equilibrium geometry.

Structure (ORCA input):
```
! RIJCOSX wB97M-V def2-TZVPD def2/J DEFGRID3
* xyz 1 1
H 1.103 -3.019 2.639
C -1.676 1.928 1.094
H -1.436 -4.691 2.395
Cl -2.394 1.347 -4.035
H -5.069 0.843 -1.013
N -1.368 -0.595 0.549
H -3.580 0.096 3.149
C 1.612 0.776 1.136
H -1.814 0.282 2.964
H -1.632 -2.889 2.331
H 3.828 0.712 1.031
H 0.212 -1.228 1.707
H 4.246 -1.367 1.969
H 1.733 1.206 -2.509
H 2.748 -1.804 1.169
O -0.160 -2.933 -1.211
C 2.997 0.356 1.641
C -4.339 0.032 -0.891
H 4.422 0.791 -1.012
H -0.964 2.894 -5.084
H -3.876 1.480 1.269
Cl -1.392 1.356 -6.812
Cl 3.211 1.200 3.248
H -2.236 -4.002 1.013
C 1.030 -0.075 -0.086
H -0.884 1.821 1.846
H 0.812 -4.754 2.606
H 2.908 -1.005 -0.724
H 1.576 -1.348 -1.791
C 3.171 -1.142 1.931
C 2.002 -0.560 -1.157
C -1.435 -3.808 1.742
C 0.987 -3.882 1.959
H 1.939 -4.056 1.443
C -2.765 0.826 3.093
H 2.781 -1.397 2.923
H 3.630 2.770 0.028
H 1.603 1.817 0.790
H 2.271 2.856 -1.108
H 0.290 1.923 -0.933
H -0.274 0.480 -1.648
N -0.147 -3.795 1.035
C 3.364 2.754 -1.034
I -3.471 3.742 2.759
C 2.521 0.536 -2.145
H -2.007 -0.883 1.294
H 2.871 -0.024 -3.025
H -0.167 1.327 -4.804
H -4.619 -0.783 -1.566
H -2.653 1.422 3.999
H -1.734 -1.142 -0.259
B -0.055 -2.640 0.112
O -2.976 2.172 -2.037
P -2.642 0.617 -1.452
H 0.128 -3.852 -1.338
C -1.078 1.816 -5.133
C -3.033 1.799 1.882
H 3.793 3.581 -1.602
C -0.068 0.933 -0.652
H 0.940 0.748 2.003
C 3.737 1.358 -1.652
H -3.781 2.167 -2.572
C -1.457 0.810 0.038
H 4.317 1.606 -2.553
H -4.306 -0.301 0.154
C 0.082 -1.107 0.622
I -1.379 3.903 0.274
*
```

Calculated values
- Energy relative to the best compared isomer or geometry (same formula, charge and spin): 126.0 kJ/mol

Record 3
ORCA calculation (ωB97M-V/def2-TZVPD) on a molecular structure, C18H38Cl26GaO2 in a non-equilibrium geometry.

Structure (ORCA input):
```
! RIJCOSX wB97M-V def2-TZVPD def2/J DEFGRID3
* xyz -1 1
Cl -9.529 -3.647 -1.305
C -9.403 -5.401 -1.123
C 5.018 4.976 3.947
O -2.095 0.247 0.393
H 1.096 -1.590 -5.962
H -0.002 -0.333 -5.324
H 1.564 0.339 -8.971
H 2.031 8.777 1.640
H 5.874 3.184 0.788
H -10.142 -5.737 -0.391
H 4.810 6.377 -1.592
H 4.931 6.062 4.034
H 4.139 4.575 3.437
Cl -0.619 -2.500 -4.617
Cl 0.161 7.700 0.682
C -8.095 -8.925 -1.028
H -8.398 -5.651 -0.774
H -0.230 -2.674 -0.035
C 0.380 -2.102 -0.877
Cl 2.632 5.584 -1.143
C -0.122 -4.203 4.112
Cl -5.384 -5.259 -0.458
H -0.570 1.705 1.121
H -3.513 -4.182 0.499
C 3.350 10.442 -1.805
Cl -9.255 -10.174 -0.561
C 6.736 -1.606 0.617
Cl -9.700 -6.223 -2.659
H 2.662 -0.919 -9.608
Cl -7.675 -2.533 1.540
H 7.615 -2.255 0.641
Cl -0.173 -3.398 5.685
Ga 0.818 -0.195 -0.200
C 2.107 -0.579 -8.731
H 0.216 -5.233 4.250
Cl 5.034 9.903 -1.778
Cl 4.849 5.908 0.722
H 3.845 7.548 -0.649
H -8.638 -8.007 -1.268
Cl 5.112 4.275 5.567
Cl 5.280 -2.608 0.672
H 3.260 -0.333 0.899
H 2.945 10.292 -2.809
H 0.696 8.573 2.810
H 6.743 -0.942 1.485
Cl 0.986 -3.376 3.010
H 2.041 -1.040 2.150
H 6.239 1.563 0.130
H -4.848 -4.387 1.670
H 2.206 0.911 1.913
O -2.611 -2.044 0.899
H -1.704 -1.777 3.388
Cl -5.795 -3.596 3.499
Cl 4.048 2.270 -0.399
Cl -6.955 -8.593 0.282
H -0.335 -2.004 -1.821
C 4.101 6.493 -0.769
C 5.484 2.175 0.628
Cl 5.099 1.452 2.195
H -7.540 -9.265 -1.905
Cl 3.247 -0.247 -7.421
H 3.312 11.503 -1.546
C 0.540 -1.250 -5.084
C -1.152 -0.967 2.711
C -1.960 -0.914 1.285
C 1.262 8.094 2.008
Cl 6.781 -0.629 -0.855
H -1.124 -4.199 3.677
H -1.127 0.041 3.308
Cl 1.680 -0.919 -3.774
H -0.082 -1.398 2.482
Cl 2.372 9.531 -0.648
H -0.988 1.695 -0.716
H -7.139 -1.661 3.668
H 1.358 -2.692 -1.139
C -6.573 -2.140 2.866
H -5.804 -1.457 2.498
Cl 6.460 4.588 3.001
Cl 2.040 6.638 2.641
Cl -3.504 -6.321 1.500
C 2.188 -0.162 1.391
H 1.598 0.544 -1.427
Cl 0.947 -1.828 -8.263
C -4.282 -4.866 0.867
C -0.830 0.979 0.226
*
```

Calculated values
- Electronic energy: -14748.7361 Ha